Molecular formula: C3H9O4P
Method: DFT, ωB97M-V with the def2-TZVPD basis set

Last column: Mulliken charge in e.
Geometry (Å):
C1 0.47 -1.93 -1.35  -0.625
O1 0.06 -0.55 -1.34  -0.300
P1 0.15 0.13 0.09  0.946
O2 0.41 -0.97 1.12  -0.678
O3 1.28 1.24 0.14  -0.309
C2 1.77 1.57 1.40  -0.606
O4 -1.25 0.74 0.61  -0.257
C3 -2.38 0.50 -0.24  -0.648
H1 0.62 -2.41 -2.33  0.271
H2 -0.24 -2.48 -0.73  0.293
H3 1.56 -2.01 -1.04  0.277
H4 2.30 0.75 1.95  0.272
H5 2.60 2.36 1.19  0.212
H6 0.93 1.92 2.01  0.302
H7 -2.45 0.85 -1.31  0.297
H8 -2.57 -0.61 -0.40  0.265
H9 -3.28 0.88 0.24  0.288

Summary:
LUMO energy: 0.839 eV
Gap between HOMO and LUMO: 10.65 eV
Maximum force: 6.7 eV/A
SMILES string: COP(=O)(OC)OC
Total charge: 0
E_HOMO: -9.81 eV
Energy above the lowest of the compared OMol25 structures with the same formula, charge and spin: 74.4 kJ/mol
Total energy: -20736.5078 eV

Molecular formula: C3H9O6S2
Method: DFT, ωB97M-V with the def2-TZVPD basis set

Last column: Mulliken charge in e.
Geometry (Å):
C1 2.43 -1.37 0.79  -1.184
C2 1.27 -0.17 0.70  0.567
O1 1.94 1.12 0.44  -0.567
C3 0.43 -0.11 2.11  -0.608
O2 -0.75 -1.01 2.15  -0.313
S1 -1.96 -0.47 1.04  0.089
H1 3.25 -0.99 1.53  0.302
H2 1.92 -2.38 1.10  0.279
H3 2.90 -1.42 -0.29  0.371
H4 0.63 -0.43 -0.24  0.184
H5 2.54 0.98 -0.37  0.343
H6 1.16 -0.52 2.95  0.305
H7 0.18 1.00 2.46  0.301
H8 -2.00 -1.52 0.07  0.321
H9 -1.47 0.64 0.27  0.377
O3 -3.56 0.54 -3.60  -0.747
S2 -2.50 1.33 -2.95  1.176
O4 -1.19 0.68 -3.18  -0.757
O5 -2.76 1.40 -1.50  -0.695
O6 -2.48 2.69 -3.51  -0.744

Summary:
LUMO energy: 1.096 eV
Gap between HOMO and LUMO: 3.85 eV
Maximum force: 3.9 eV/A
Total charge: -1
E_HOMO: -2.75 eV
Energy above the lowest of the compared OMol25 structures with the same formula, charge and spin: 221.5 kJ/mol
Total energy: -37207.2705 eV

Molecular formula: C3H9OP
Method: DFT, ωB97M-V with the def2-TZVPD basis set

Last column: Mulliken charge in e.
Geometry (Å):
C1 0.04 -1.60 -0.35  -1.070
C2 0.76 0.48 -1.60  -0.785
C3 -0.18 -0.25 -0.95  0.062
O1 -0.96 1.30 0.81  -0.472
P1 -0.43 1.32 2.41  -0.018
H1 -0.71 -2.20 -0.61  0.354
H2 -0.03 -1.48 0.77  0.149
H3 0.97 -1.91 -0.58  0.377
H4 0.63 1.37 -2.04  0.443
H5 1.87 0.16 -1.53  0.137
H6 -1.19 0.06 -0.95  0.354
H7 -0.65 1.92 0.17  0.354
H8 0.78 0.73 1.74  0.069
H9 -0.91 0.10 2.71  0.047

Summary:
LUMO energy (spin up / spin down): 1.080 / -2.780 eV
Gap between HOMO and LUMO (spin up / spin down): 6.31 / 6.69 eV
Maximum force: 5.4 eV/A
Spin multiplicity: 3
Total charge: 0
E_HOMO (spin up / spin down): -5.23 / -9.47 eV
Energy above the lowest of the compared OMol25 structures with the same formula, charge and spin: 188.3 kJ/mol
Total energy: -14586.4981 eV

Molecular formula: C3H9OPS
Method: DFT, ωB97M-V with the def2-TZVPD basis set

Last column: Mulliken charge in e.
Geometry (Å):
C1 0.66 -0.41 1.76  -1.019
P1 0.81 -0.13 -0.04  0.617
C2 0.98 1.61 -0.56  -0.890
O1 -0.42 -0.77 -0.59  -0.636
H1 1.23 0.42 2.22  0.383
H2 -0.39 -0.18 2.23  0.254
H3 0.97 -1.40 1.96  0.334
H4 1.93 -0.89 -0.23  0.045
H5 2.09 1.75 -0.88  0.307
H6 0.21 1.91 -1.41  0.271
H7 0.85 2.18 0.32  0.343
C3 -2.32 -3.38 0.77  -0.186
S1 -3.44 -4.28 0.01  -0.210
H8 -1.40 -3.89 1.14  0.204
H9 -2.32 -2.28 0.96  0.183

Summary:
LUMO energy: 0.095 eV
Gap between HOMO and LUMO: 8.52 eV
Maximum force: 4.2 eV/A
SMILES string: C[PH](C)=O.C=S
Total charge: 0
E_HOMO: -8.43 eV
Energy above the lowest of the compared OMol25 structures with the same formula, charge and spin: 297.8 kJ/mol
Total energy: -25426.9946 eV

Molecular formula: C3H9OPS
Method: DFT, ωB97M-V with the def2-TZVPD basis set

Last column: Mulliken charge in e.
Geometry (Å):
C1 2.18 1.81 0.58  -0.614
C2 1.38 -1.87 -0.73  -0.980
C3 -3.14 0.59 -0.03  -0.765
O1 2.12 0.58 0.00  -0.174
P1 1.36 -0.67 0.72  0.281
S1 -1.56 -0.38 0.10  -0.345
H1 2.46 2.60 -0.10  0.266
H2 2.85 1.93 1.44  0.297
H3 1.14 2.19 0.97  0.249
H4 0.67 -1.62 -1.50  0.342
H5 2.33 -1.95 -1.08  0.389
H6 1.12 -2.84 -0.20  0.318
H7 -3.90 -0.04 -0.51  0.241
H8 -3.46 0.95 0.92  0.266
H9 -3.01 1.45 -0.74  0.229

Summary:
LUMO energy: -1.532 eV
Gap between HOMO and LUMO: 6.11 eV
Maximum force: 4.7 eV/A
Total charge: 0
E_HOMO: -7.65 eV
Energy above the lowest of the compared OMol25 structures with the same formula, charge and spin: 420.3 kJ/mol
Total energy: -25425.7251 eV

Molecular formula: C3H9OS
Method: DFT, ωB97M-V with the def2-TZVPD basis set

Last column: Mulliken charge in e.
Geometry (Å):
C1 2.15 -1.09 0.84  -0.637
O1 1.24 -1.87 0.12  -0.454
H1 1.75 -0.45 1.64  0.263
H2 2.65 -0.35 0.20  0.288
H3 2.97 -1.65 1.28  0.274
C2 -1.33 2.22 -0.18  -0.728
S1 -0.79 0.53 0.25  0.041
C3 -0.84 -0.22 -1.30  -0.813
H4 -1.39 2.26 -1.26  0.242
H5 -2.30 2.44 0.25  0.275
H6 -0.59 2.94 0.16  0.274
H7 -1.37 -1.16 -1.42  0.351
H8 0.66 -1.28 -0.37  0.290
H9 -0.83 0.46 -2.14  0.336

Summary:
LUMO energy (spin up / spin down): 0.794 / -0.441 eV
Gap between HOMO and LUMO (spin up / spin down): 8.75 / 9.43 eV
Maximum force: 1.8 eV/A
Spin multiplicity: 2
Total charge: 0
E_HOMO (spin up / spin down): -7.96 / -9.87 eV
Energy above the lowest of the compared OMol25 structures with the same formula, charge and spin: 127.6 kJ/mol
Total energy: -16137.1645 eV

Molecular formula: C3H9OSi
Method: DFT, ωB97M-V with the def2-TZVPD basis set

Last column: Mulliken charge in e.
Geometry (Å):
C1 -1.21 1.60 1.42  -0.223
C2 0.15 -1.94 0.55  -0.942
C3 0.32 0.35 -2.06  -0.937
O1 -0.60 0.97 0.48  -0.090
Si1 0.05 -0.28 -0.31  0.447
H1 -1.37 2.66 1.29  0.312
H2 -1.52 1.10 2.33  0.291
H3 0.30 -1.82 1.63  0.351
H4 -0.75 -2.54 0.40  0.349
H5 0.99 -2.53 0.17  0.347
H6 0.46 -0.46 -2.77  0.362
H7 -0.52 0.96 -2.39  0.340
H8 1.21 0.98 -2.11  0.342
H9 2.49 0.94 1.38  0.050

Summary:
LUMO energy (spin up / spin down): -5.265 / -5.240 eV
Gap between HOMO and LUMO (spin up / spin down): 7.00 / 9.90 eV
Maximum force: 2.0 eV/A
Total charge: +1
E_HOMO (spin up / spin down): -12.27 / -15.13 eV
Energy above the lowest of the compared OMol25 structures with the same formula, charge and spin: 283.6 kJ/mol
Total energy: -13170.9739 eV

Molecular formula: C3H9PS3
Method: DFT, ωB97M-V with the def2-TZVPD basis set

Last column: Mulliken charge in e.
Geometry (Å):
C1 1.77 -0.85 -0.08  -1.264
C2 0.68 0.07 0.41  -0.997
C3 -0.65 -0.29 -0.17  0.537
P1 -1.51 -1.80 0.49  -0.043
S1 1.37 1.75 0.18  -0.102
S2 -1.93 2.00 0.47  -0.405
S3 -0.56 -0.33 -1.94  -0.167
H1 1.53 -1.90 0.02  0.367
H2 1.83 -0.67 -1.13  0.454
H3 2.62 -0.54 0.50  0.415
H4 0.63 -0.05 1.47  0.549
H5 -1.43 -1.48 1.81  0.045
H6 -2.72 -1.17 0.25  0.085
H7 0.17 2.40 0.31  0.148
H8 -2.32 2.32 -0.83  0.142
H9 0.54 0.53 -1.74  0.237

Summary:
LUMO energy (spin up / spin down): -1.344 / -1.342 eV
Gap between HOMO and LUMO (spin up / spin down): 7.13 / 7.14 eV
Maximum force: 1.8 eV/A
Total charge: 0
E_HOMO (spin up / spin down): -8.48 / -8.48 eV
Energy above the lowest of the compared OMol25 structures with the same formula, charge and spin: 443.8 kJ/mol
Total energy: -45048.2079 eV

Molecular formula: C3H9S2
Method: DFT, ωB97M-V with the def2-TZVPD basis set

Last column: Mulliken charge in e.
Geometry (Å):
C1 -0.63 -0.34 -0.64  -0.467
S1 -1.38 1.28 -0.88  -0.077
C2 -0.74 1.68 -2.52  -0.816
H1 0.39 -0.32 -1.04  0.188
H2 -1.23 -1.07 -1.20  0.269
H3 -0.55 -0.60 0.44  -0.066
H4 -1.00 2.71 -2.76  0.285
H5 0.35 1.57 -2.55  0.261
H6 -1.19 1.03 -3.27  0.254
C3 1.29 -1.29 2.88  -0.722
S2 -0.13 -0.11 2.75  -0.682
H7 1.27 -1.76 3.87  0.201
H8 1.32 -2.08 2.13  0.205
H9 2.22 -0.72 2.80  0.168

Summary:
LUMO energy: 3.368 eV
Gap between HOMO and LUMO: 5.59 eV
Maximum force: 0.7 eV/A
Total charge: -1
E_HOMO: -2.22 eV
Energy above the lowest of the compared OMol25 structures with the same formula, charge and spin: 91.9 kJ/mol
Total energy: -24927.7953 eV

Molecular formula: C3HAuO2
Method: DFT, ωB97M-V with the def2-TZVPD basis set

Last column: Mulliken charge in e.
Geometry (Å):
C1 -2.29 0.76 -0.35  0.515
H1 -3.22 1.31 -0.34  0.447
C2 -1.24 0.17 -0.35  0.236
O1 -0.05 -0.61 -0.33  -0.052
C3 1.01 -0.31 0.30  0.769
Au1 3.66 -0.60 0.82  1.143
O2 2.13 -0.73 0.26  -0.058

Summary:
LUMO energy (spin up / spin down): -16.535 / -20.267 eV
Gap between HOMO and LUMO (spin up / spin down): 9.06 / 6.92 eV
Maximum force: 17.1 eV/A
Spin multiplicity: 4
Total charge: +3
E_HOMO (spin up / spin down): -25.59 / -27.19 eV
Energy above the lowest of the compared OMol25 structures with the same formula, charge and spin: 0.0 kJ/mol
Total energy: -10861.8735 eV

Molecular formula: C3HBeO2
Method: DFT, ωB97M-V with the def2-TZVPD basis set

Last column: Mulliken charge in e.
Geometry (Å):
C1 0.17 0.24 -1.42  -0.453
H1 -0.06 0.17 -2.47  0.408
C2 0.42 0.48 -0.24  0.479
O1 1.15 -1.27 1.10  -0.377
C3 0.44 -0.26 1.07  0.629
Be1 -1.44 0.73 0.30  0.658
O2 -0.69 -0.09 1.65  -0.344

Summary:
LUMO energy: -8.339 eV
Gap between HOMO and LUMO: 7.24 eV
Maximum force: 5.7 eV/A
Total charge: +1
E_HOMO: -15.58 eV
Energy above the lowest of the compared OMol25 structures with the same formula, charge and spin: 0.0 kJ/mol
Total energy: -7611.6691 eV

Molecular formula: C3HBr2N
Method: DFT, ωB97M-V with the def2-TZVPD basis set

Last column: Mulliken charge in e.
Geometry (Å):
C1 0.51 -0.84 -0.05  -0.340
C2 0.75 0.46 -0.10  0.321
C3 -1.13 -0.01 0.04  0.303
N1 -0.54 1.12 -0.09  -0.452
Br1 2.34 1.39 0.00  -0.110
Br2 -2.93 -0.33 -0.01  -0.063
H1 0.98 -1.78 0.20  0.342

Summary:
LUMO energy: -0.412 eV
Gap between HOMO and LUMO: 8.81 eV
Maximum force: 3.0 eV/A
Total charge: 0
E_HOMO: -9.23 eV
Energy above the lowest of the compared OMol25 structures with the same formula, charge and spin: 62.1 kJ/mol
Total energy: -144697.9634 eV

Number 1: molecular weight 140.08 g/mol. Number 2: molecular weight 205.23 g/mol. Number 3: molecular weight 92.08 g/mol. Number 4: molecular weight 124.14 g/mol. Number 5: molecular weight 124.14 g/mol. Number 6: molecular weight 93.17 g/mol. Number 7: molecular weight 89.19 g/mol. Number 8: molecular weight 172.28 g/mol. Number 9: molecular weight 109.24 g/mol. Number 10: molecular weight 266.01 g/mol. Number 11: molecular weight 78.05 g/mol. Number 12: molecular weight 210.86 g/mol.